(1)
A cluster of 2 separate species, C3Cl4N2S in total at a distorted geometry. Source: the OMol25 dataset; level of theory: ωB97M-V/def2-TZVPD.

Calculated values
frontier orbital gap (alpha / beta) = 6.821 / 6.369 eV
net charge = 0
LUMO (alpha / beta) = -1.90 / -1.93 eV

Geometry as XYZ:
```
10
Properties=species:S:1:pos:R:3:forces:R:3:nbo_charge:R:1
S 0.47829 -3.19897 0.06545 -0.1 -0.2 0.2 0.406
N 1.57922 -2.10357 0.22254 0.0 -1.3 0.0 -0.571
C 1.59019 -0.81848 -0.01046 0.4 2.3 -0.5 0.043
Cl 3.06380 -0.00122 0.42049 0.4 -0.1 0.4 0.020
C 0.70820 -0.01218 -0.67017 -1.4 -0.1 -0.3 -0.067
Cl -0.82212 -0.66509 -1.18745 0.7 0.4 0.1 0.065
Cl 0.89393 1.66353 -1.05095 0.2 -0.9 0.2 0.103
N -1.39979 1.56833 1.43232 -1.0 0.0 -0.5 -0.311
C -2.38711 1.68018 0.83512 1.9 -0.1 1.0 0.138
Cl -3.70461 1.88748 -0.05689 -0.8 0.1 -0.5 0.172
```
Positions in Å, forces in eV/Å.

=====

(2)
A cluster of 2 separate species, C3ClF2O2 in total at a distorted geometry. Source: the OMol25 dataset; level of theory: ωB97M-V/def2-TZVPD.

Calculated values
frontier orbital gap = 6.676 eV
net charge = -1
LUMO = 3.29 eV

Geometry as XYZ:
```
8
Properties=species:S:1:pos:R:3:forces:R:3:nbo_charge:R:1
C 0.28527 1.08125 1.22805 0.1 0.2 0.7 -0.107
C -0.92355 0.56268 1.18719 -2.2 -0.6 0.4 0.058
C 1.17629 -1.16160 -1.75755 -0.2 -0.7 0.8 1.029
O 1.68515 -0.38574 -2.38642 1.9 3.5 -2.8 -0.517
O 0.73931 -2.00739 -1.15106 -1.7 -2.7 2.0 -0.515
F 0.79470 1.37542 -0.00726 0.6 0.0 -1.5 -0.423
F -1.91621 0.17975 0.23024 1.4 0.5 -0.5 -0.410
Cl -1.84094 0.35562 2.65682 0.1 -0.2 0.9 -0.115
```
Positions in Å, forces in eV/Å.